P:
9
Properties=species:S:1:pos:R:3:mulliken_charge:R:1 method="wB97M-V/def2-TZVPD" charge=0 homo_energy_ev=-10.4 smiles="NNOC=O" gap_ev=11.2730
N -0.2201 0.8041 1.4625 -0.5006
N 0.6238 0.4001 0.3678 -0.1724
O -0.3460 0.1177 -0.7223 -0.2604
C -0.0014 -1.0807 -1.2198 0.1979
O -0.4491 -1.6040 -2.2037 -0.4747
H -0.7593 1.5113 1.1758 0.2681
H -0.7579 -0.0636 1.6832 0.2711
H 1.0748 1.2824 -0.0303 0.2942
H 0.8352 -1.3673 -0.5132 0.3768

Q:
9
Properties=species:S:1:pos:R:3:mulliken_charge:R:1 method="wB97M-V/def2-TZVPD" charge=0 homo_energy_ev=-10.1 smiles="NC(=O)NO" gap_ev=10.5097
N -1.3826 -0.2714 -0.0716 -0.5293
C -0.0906 0.2827 -0.1890 0.5953
O -0.0039 1.5469 -0.1117 -0.6487
N 0.8379 -0.6405 -0.2736 -0.2343
O 2.0310 0.0640 -0.0860 -0.3884
H -1.8173 -1.4662 -0.0542 0.3145
H -2.0036 0.5756 -0.0497 0.2454
H 0.8269 -1.0521 0.6279 0.2898
H 1.6021 0.9609 0.2080 0.3558

R:
9
Properties=species:S:1:pos:R:3:mulliken_charge:R:1 method="wB97M-V/def2-TZVPD" charge=0 homo_energy_ev=-10.0 smiles="NC(=O)NO" gap_ev=10.7409
N 0.4932 -0.3173 1.6689 -0.4246
C 0.3166 -0.2563 0.3197 0.5539
O 0.7055 -1.0686 -0.5021 -0.5986
N -0.5670 0.8292 -0.0881 -0.2676
O -0.8373 0.8178 -1.4756 -0.3708
H 0.6593 0.5496 2.1382 0.2554
H 1.0990 -1.0578 2.0266 0.2549
H -1.4824 0.6141 0.3624 0.2608
H -0.6043 -0.1441 -1.6890 0.3367

S:
9
Properties=species:S:1:pos:R:3:mulliken_charge:R:1 method="wB97M-V/def2-TZVPD" charge=0 homo_energy_ev=-10.7 smiles=N#[N+][O-].CO gap_ev=11.6519
N 2.8966 0.8906 -0.3752 -0.3542
N 2.5651 -0.0998 -0.0117 0.8783
O 2.4218 -1.1870 0.2931 -0.5213
C -1.3494 -0.2575 -0.1822 -0.5645
O -1.0925 0.7387 0.8377 -0.5160
H -2.3532 -0.5122 -0.4451 0.2985
H -1.0493 -1.1476 0.3025 0.2332
H -0.7095 -0.0378 -0.9947 0.2574
H -1.3295 1.6125 0.5756 0.2885

Name the most stable of them. R.

P:
9
Properties=species:S:1:pos:R:3:mulliken_charge:R:1 method="wB97M-V/def2-TZVPD" charge=-1 homo_energy_ev=-3.8 gap_ev=7.7576
N 1.1000 0.0759 0.3560 -0.2698
O 3.2723 1.3487 0.5326 -0.6029
O 3.2566 -1.1149 0.1353 -0.5826
Si -0.3743 -0.0243 -0.4361 0.2248
S 2.7610 0.1843 -0.2666 0.3748
H 1.2302 -0.5207 1.2907 0.2711
H -1.1184 1.1422 -1.0347 -0.1429
H -0.4619 -0.8250 -1.7146 -0.1424
H -1.2516 -0.8554 0.6675 -0.1301

Q:
9
Properties=species:S:1:pos:R:3:mulliken_charge:R:1 method="wB97M-V/def2-TZVPD" charge=-1 homo_energy_ev=-3.5 gap_ev=7.3301
N 0.8362 -0.8878 -0.0534 -0.6841
O -1.5581 -1.5768 -0.4434 -0.6029
O -0.9590 1.0320 0.1502 -0.2451
Si 0.7235 0.7233 0.1942 0.1394
S -2.1520 0.0214 0.2959 0.0489
H -0.6862 -1.3464 -0.2880 0.5422
H 1.6705 -1.3298 -0.4559 0.1070
H 1.0926 1.5271 1.4967 -0.1548
H 1.0323 1.8371 -0.8963 -0.1507

R:
9
Properties=species:S:1:pos:R:3:mulliken_charge:R:1 method="wB97M-V/def2-TZVPD" charge=-1 homo_energy_ev=-4.0 gap_ev=8.0605
N -0.6750 -1.3022 0.4183 -0.6715
O -0.3133 1.3303 0.1744 -0.3744
O -2.4106 0.0547 -0.9245 -0.6103
Si 1.1015 0.6380 0.1200 0.4743
S -1.5932 -0.0256 0.3392 0.5121
H -0.5699 -1.8556 -0.4131 0.2267
H 1.1424 -0.0577 1.3106 -0.1584
H 1.0626 -0.3755 -1.0206 -0.1547
H 2.2556 1.5936 -0.0043 -0.2437

Name the most stable of them. P.

P:
25
Properties=species:S:1:pos:R:3:mulliken_charge:R:1 method="wB97M-V/def2-TZVPD" charge=0 homo_energy_ev=-9.6 smiles="C=C(C)[SiH2]C.C#C[SiH2]C" gap_ev=10.1698
C -0.6838 1.9260 0.6053 -1.1062
C -1.9588 1.6282 0.3751 0.5137
C -2.9088 2.3811 -0.4133 -1.0094
Si -2.2351 -0.2174 0.8552 0.4949
C -3.6139 -0.8381 -0.4360 -1.2409
H -0.1938 2.8593 0.3654 0.3026
H 0.1515 1.3282 0.7115 0.3457
H -3.5896 1.7297 -0.7924 0.3293
H -3.3196 3.4315 -0.2432 0.3028
H -2.3026 2.5512 -1.3639 0.2791
H -2.7263 -0.5332 2.1683 -0.1804
H -1.0828 -1.1970 0.5732 -0.1192
H -4.6387 -0.5437 -0.2061 0.3751
H -3.5294 -0.3205 -1.4007 0.3454
H -3.5718 -1.9030 -0.6799 0.3497
C 1.6076 0.3149 -0.6722 0.3546
C 2.6986 -0.0955 -0.3492 -0.9996
Si 4.3201 -0.5982 0.4481 0.3908
C 4.2589 -2.5253 0.1145 -1.1836
H 0.7597 0.4739 -1.2464 0.6168
H 4.7535 -0.6792 1.8725 -0.1001
H 5.1941 -0.2979 -0.5984 -0.0984
H 3.8714 -2.7955 -0.8408 0.3281
H 5.1472 -3.0344 0.4027 0.3494
H 3.5924 -3.0452 0.7508 0.3600

Q:
25
Properties=species:S:1:pos:R:3:mulliken_charge:R:1 method="wB97M-V/def2-TZVPD" charge=0 homo_energy_ev=-8.9 smiles="C=C(/C=C(/C)[SiH2]C)[SiH2]C" gap_ev=9.7211
C 0.0245 2.4038 0.2705 -0.8451
C 0.8246 1.4283 0.6585 0.3715
C 0.1283 0.4442 1.5431 -0.6186
C -1.0017 -0.2445 1.1858 0.5301
C -1.3409 -1.4439 2.0727 -1.3269
Si -1.9774 -0.2931 -0.3669 0.2601
C -1.3768 -1.6658 -1.3981 -0.9365
Si 2.4856 0.9745 -0.0260 0.4204
C 2.3838 0.2528 -1.8475 -1.0218
H 0.1422 3.1652 -0.5013 0.2679
H -0.9960 2.2394 0.5711 0.4189
H 0.6383 0.1921 2.4627 0.2331
H -1.3116 -2.3766 1.4442 0.2603
H -0.6257 -1.3144 2.8832 0.3472
H -2.3131 -1.5055 2.4056 0.3930
H -1.9333 1.0315 -0.9968 -0.1464
H -3.4865 -0.2883 -0.0484 -0.1563
H -1.6036 -1.4746 -2.4857 0.2948
H -0.2709 -1.7322 -1.2663 0.2900
H -1.8229 -2.5612 -0.9968 0.3387
H 3.1255 -0.0159 0.8472 -0.1540
H 3.1959 2.2962 0.0428 -0.1448
H 2.8747 -0.6960 -1.8441 0.3086
H 1.4187 0.2541 -2.0134 0.2860
H 2.8183 0.9300 -2.5962 0.3298

Name the most stable of them. Q.

P:
22
Properties=species:S:1:pos:R:3:mulliken_charge:R:1 method="wB97M-V/def2-TZVPD" charge=0 homo_energy_ev=-9.2 smiles=NCCNCO.O.O gap_ev=9.6465
N -0.9620 -2.0253 1.8890 -0.5826
C -0.4335 -2.2215 0.4908 -0.3319
C -0.9502 -0.8936 -0.2884 -1.0042
N -0.0771 0.2155 -0.6541 -0.2097
C -0.6994 0.9333 -1.7334 -0.3844
O -2.0155 1.3522 -1.5094 -0.5410
H -0.7145 -2.7293 2.5482 0.2150
H -0.8137 -1.0162 2.2353 0.1686
H -0.8849 -3.0282 -0.0828 0.2717
H 0.6420 -2.4920 0.4775 0.2512
H -1.4034 -1.2990 -1.1432 0.5095
H -1.8219 -0.6129 0.3872 0.4036
H 0.0993 0.8629 0.0365 0.2142
H 0.0469 1.8120 -1.8310 0.3374
H -0.5446 0.1237 -2.5642 0.3420
H -2.6123 0.7437 -1.0782 0.3360
O 3.0034 -0.1146 -1.6573 -0.6630
H 3.4851 -0.5418 -0.8861 0.3159
H 2.1517 0.1148 -1.2476 0.3481
O 1.3740 2.4269 2.7998 -0.6348
H 2.0515 1.7663 2.8947 0.3147
H 1.1955 2.7378 3.7297 0.3236

Q:
22
Properties=species:S:1:pos:R:3:mulliken_charge:R:1 method="wB97M-V/def2-TZVPD" charge=0 homo_energy_ev=-8.9 smiles=NCCNCO.O.O gap_ev=9.0741
N 1.4200 1.6841 -0.6875 -0.5774
C 0.3158 1.4019 -1.6817 -0.6420
C 0.1309 -0.1259 -1.8450 -0.5699
N -0.4404 -0.5915 -0.5881 -0.1545
C -0.9666 -1.9585 -0.6152 -0.2611
O -0.5056 -2.5789 0.6142 -0.5193
H 1.1361 1.8153 0.2679 0.2764
H 2.1624 1.0482 -0.7505 0.2278
H 0.5900 1.8137 -2.6546 0.3089
H -0.5786 1.9632 -1.4175 0.2929
H -0.6799 -0.1706 -2.6496 0.3674
H 1.0235 -0.7517 -2.2025 0.3260
H 0.1910 -0.3709 0.1560 0.0885
H -2.0083 -1.9433 -0.7526 0.2537
H -0.6059 -2.5375 -1.4819 0.2937
H -0.5927 -1.7854 1.2498 0.2983
O -2.0395 1.6142 2.0580 -0.6574
H -1.0972 1.3812 1.9505 0.3094
H -2.1937 1.4866 1.0969 0.3400
O 1.8595 0.2486 1.8738 -0.5712
H 2.5342 -0.4060 1.7820 0.2704
H 1.8664 0.6334 2.8194 0.2995

Name the most stable of them. Q.

P:
14
Properties=species:S:1:pos:R:3:mulliken_spin:R:1 method="wB97M-V/def2-TZVPD" charge=-1 homo_energy_ev="-0.2 / -2.5" spin_multiplicity=2 gap_ev="4.7860 / 7.0797"
C -0.7850 0.0059 1.7912 0.0117
C -0.8873 -0.8579 0.5319 0.0589
C 0.7560 -1.4024 -1.1247 0.6100
N 0.0448 -0.4433 -0.4813 0.3066
H -1.5779 -0.1658 2.5305 -0.0019
H 0.1752 -0.1414 2.2970 0.0095
H -0.9192 1.0380 1.4551 -0.0074
H -1.9458 -0.7481 0.1921 0.0461
H -0.7720 -1.9265 0.7322 -0.0543
H 0.2492 -2.3126 -1.4380 0.0203
H 1.8473 -1.3897 -1.1977 0.0045
H 0.9524 1.3984 -0.3922 -0.0079
H 1.1865 2.2095 -1.6341 0.0024
O 0.7378 2.2807 -0.7928 0.0015

Q:
14
Properties=species:S:1:pos:R:3:mulliken_spin:R:1 method="wB97M-V/def2-TZVPD" charge=-1 homo_energy_ev="1.3 / -5.8" spin_multiplicity=2 gap_ev="2.7942 / 9.7840"
N -1.0679 0.2332 0.4874 0.0182
C 0.2315 0.1101 -0.1758 2.0829
C -0.7524 -1.2888 -2.1090 0.0637
C 0.2418 -0.5923 -1.5234 0.7208
H -1.3753 1.1827 0.2616 -0.3084
H -1.7790 -0.3651 0.1421 0.0626
H 0.9448 -0.4622 0.4366 -0.7143
H 0.6477 1.0881 -0.4184 -0.2429
H -0.4243 -1.8585 -2.9684 -0.2488
H -1.7474 -1.2361 -1.7049 -0.0803
H 1.2274 -0.6826 -1.9725 -0.5535
H 2.0772 1.3583 3.0603 -0.2625
H 0.5955 0.8679 3.2016 -0.1480
O 1.1803 1.6455 3.2830 0.6105

Name the most stable of them. P.

P:
14
Properties=species:S:1:pos:R:3:mulliken_charge:R:1 method="wB97M-V/def2-TZVPD" charge=0 homo_energy_ev=-8.6 gap_ev=4.3628
O -2.8187 -0.0694 -0.2403 -0.6243
C -2.4057 1.0971 -0.5019 0.0645
O -1.6225 1.4821 -1.4268 -0.6253
C 0.2080 0.0966 0.9678 -0.4611
C 0.4770 -0.1798 -0.4532 -0.2911
C 1.6538 -0.7526 0.5022 0.6674
O 1.6905 -1.9953 0.7138 -0.4239
O 2.6869 0.2217 0.5055 -0.4176
H -2.6684 1.8360 0.1931 0.4712
H 0.4871 1.0439 1.4804 0.2782
H -0.5850 -0.5377 1.3942 0.2947
H 0.0044 -0.9325 -1.0398 0.3410
H 0.9315 0.5441 -1.1339 0.3350
H 2.7425 -0.6346 -0.4010 0.3913

Q:
14
Properties=species:S:1:pos:R:3:mulliken_charge:R:1 method="wB97M-V/def2-TZVPD" charge=0 homo_energy_ev=-9.5 smiles="O=CC1OCOCO1" gap_ev=10.4147
O 1.4550 -0.4592 1.6524 -0.4687
C 1.6315 -0.2380 0.4905 0.0703
C 0.7329 1.0167 -0.0365 0.0335
O 0.4103 0.6084 -1.3555 -0.4672
C -0.7227 -0.2611 -1.3137 -0.3034
O -0.5238 -1.1450 -0.1059 -0.4265
C -1.0167 -0.1571 0.8386 -0.3320
O -0.6182 1.1017 0.5813 -0.4220
H 2.1934 -0.8419 -0.2021 0.3574
H 1.2812 1.8587 0.0991 0.5416
H -1.6385 0.3402 -1.3026 0.3155
H -0.4547 -0.9465 -1.9416 0.4110
H -2.0940 -0.3611 0.7336 0.3644
H -0.6355 -0.5158 1.8624 0.3259

Name the most stable of them. Q.